# 1
A 10-piece molecular cluster, C58H124F12N6O14S4 overall at a distorted geometry. Source: OMol25; level of theory: the ωB97M-V functional and the def2-TZVPD basis.

Results
LUMO energy (spin up / spin down) (Eh): -0.189 / -0.392
Kohn-Sham gap (spin up / spin down) (eV): 8.9905 / 3.4659
Highest occupied orbital energy (spin up / spin down) (eV): -14.132 / -14.132

The geometry in ORCA input format:
```
! wB97M-V def2-TZVPD RIJCOSX def2/J DEFGRID3
* xyz 3 2
C -3.00313 -2.22097 3.03269
N -2.32704 -1.08903 3.82572
C -1.71505 -0.07797 2.83080
C -3.46982 -0.42244 4.62235
C -1.31821 -1.72353 4.78265
C -0.31231 -0.74283 5.44050
O -1.02674 -0.05602 6.47229
H -3.76293 -1.82318 2.35995
H -3.59114 -2.83337 3.71630
H -2.24714 -2.82024 2.52529
H -2.57704 0.18914 2.21947
H -0.89368 -0.50026 2.25190
H -1.41403 0.83526 3.34413
H -4.23167 -0.10070 3.91230
H -3.06113 0.51811 4.99173
H -3.77688 -1.15106 5.37263
H -0.72688 -2.33224 4.09862
H -1.92268 -2.31789 5.46780
H 0.25606 -0.05404 4.81550
H 0.36837 -1.42000 5.95645
H -0.45971 0.66713 6.75002
C -0.29988 5.52199 2.66342
N 1.27845 5.58173 2.52839
C 1.66102 6.66214 3.62261
C 1.82458 4.17582 2.92795
C 1.82241 6.03544 1.15238
C 1.77275 5.00950 0.04648
O 2.96931 4.19081 0.03667
H -0.69980 4.72375 2.03813
H -0.50818 6.49981 2.22916
H -0.62527 5.42900 3.69955
H 1.31168 7.63163 3.26744
H 2.70782 6.65006 3.92615
H 1.13932 6.40053 4.54321
H 1.40717 4.05500 3.92758
H 2.90007 4.23309 3.09571
H 1.53077 3.39000 2.23207
H 2.79485 6.49085 1.33959
H 1.18131 6.82431 0.75896
H 1.69569 5.45645 -0.94469
H 0.83452 4.45536 0.07388
H 2.93591 3.63536 -0.74561
C -9.41938 0.58115 2.75634
C -8.65147 1.41931 1.70048
C -7.82508 2.54413 2.45269
C -7.00513 3.49635 1.44685
N -5.98731 4.35576 2.26761
C -5.31151 5.32756 1.21248
C -3.95184 4.76340 0.90810
C -3.53882 4.12949 2.23359
C -4.81885 3.49519 2.75542
C -6.66520 5.29455 3.34355
C -5.74153 6.06041 4.21760
C -6.42416 6.30496 5.61844
H -9.90408 -0.28820 2.31204
H -10.28722 1.07595 3.19237
H -8.75980 0.17930 3.52547
H -9.15905 1.77623 0.80433
H -7.96455 0.65952 1.32769
H -7.16766 2.10429 3.20264
H -8.46993 3.20453 3.03247
H -7.75204 4.16521 1.01925
H -6.50861 3.02668 0.59776
H -5.12769 6.32912 1.60131
H -5.96030 5.40978 0.34047
H -3.30437 5.58848 0.61126
H -3.83197 4.15621 0.01085
H -3.05827 4.86816 2.87509
H -2.69377 3.46371 2.05826
H -4.75587 3.42058 3.84103
H -4.95768 2.49298 2.34993
H -7.30529 4.68239 3.97889
H -7.19878 5.98328 2.68854
H -5.39537 7.00781 3.80446
H -4.79381 5.57835 4.45747
H -6.56482 5.33025 6.08560
H -7.40492 6.78036 5.60498
H -5.72929 6.85813 6.25031
C 6.55701 -0.95004 -8.26514
C 7.09131 -0.64145 -6.86899
C 6.77355 -1.74421 -5.85633
C 7.11344 -1.34555 -4.44038
N 6.70779 -2.47869 -3.40088
C 7.03923 -2.03000 -1.94977
C 7.34651 -3.30169 -1.18083
C 8.05864 -4.20201 -2.15702
C 7.66358 -3.67198 -3.61413
C 5.22891 -2.96176 -3.42012
C 4.12682 -1.97209 -3.32037
C 2.90161 -2.66123 -2.83713
H 6.81168 -1.93999 -8.64363
H 6.93034 -0.22085 -8.98417
H 5.48034 -0.78262 -8.29455
H 6.64211 0.22794 -6.38890
H 8.18073 -0.61142 -6.85029
H 7.30693 -2.66326 -6.09917
H 5.71930 -2.02088 -5.84562
H 6.47441 -0.58224 -3.99643
H 8.15717 -1.05947 -4.31045
H 6.22048 -1.42888 -1.55428
H 7.97538 -1.47299 -1.91149
H 6.36507 -3.63072 -0.83937
H 7.98104 -2.99429 -0.34958
H 7.92415 -5.27984 -2.06592
H 9.12191 -4.12316 -1.93044
H 7.11246 -4.45536 -4.13441
H 8.49000 -3.28146 -4.20796
H 4.99990 -3.76236 -2.71676
H 5.15858 -3.40094 -4.41525
H 3.87740 -1.53190 -4.28583
H 4.42003 -1.09840 -2.73833
H 2.11279 -1.91380 -2.75207
H 3.05776 -2.90168 -1.78552
H 2.48967 -3.57801 -3.25890
C -1.25228 -4.05328 -4.16292
C -2.05482 -2.76964 -3.92188
C -1.35736 -1.42140 -3.72388
C -2.25668 -0.33589 -3.15431
N -1.41481 0.92281 -2.75641
C -0.39800 0.54182 -1.61512
C -0.02633 1.76121 -0.93404
C -1.47325 2.37954 -0.83475
C -2.16693 2.03361 -2.09223
C -0.59803 1.49252 -3.99970
C -1.45850 2.09907 -5.16851
C -0.63630 2.93766 -6.12705
H -0.86343 -4.51980 -3.25779
H -0.36678 -3.84416 -4.76313
H -1.94790 -4.71168 -4.68321
H -2.64518 -2.90106 -3.01508
H -2.72442 -2.61223 -4.76744
H -0.89582 -1.18610 -4.68289
H -0.47909 -1.63037 -3.11309
H -2.65667 -0.68178 -2.20117
H -3.13193 -0.10799 -3.76266
H 0.43248 0.00360 -2.07199
H -0.83033 -0.22178 -0.96850
H 0.72408 2.32107 -1.49220
H 0.36934 1.65784 0.07634
H -1.50551 3.45452 -0.65735
H -2.13702 1.91450 -0.10588
H -2.20902 2.92049 -2.72451
H -3.20605 1.71036 -2.03027
H 0.01452 0.64221 -4.29946
H 0.17096 2.18956 -3.66671
H -2.22619 2.72426 -4.71252
H -2.02296 1.28608 -5.62518
H -0.11693 3.74131 -5.60504
H -1.35279 3.35300 -6.83574
H 0.07930 2.37982 -6.73109
C -0.49809 -3.70879 -0.50826
C -0.28244 -4.37254 0.82966
C 1.12704 -5.06378 0.98210
C 1.30180 -5.70245 2.41812
N 2.54285 -6.54119 2.75196
C 2.70902 -6.86363 4.24829
C 3.46559 -5.72691 4.90198
C 4.21708 -4.97945 3.81172
C 3.82738 -5.75904 2.53259
C 2.55698 -7.91520 2.08638
C 1.34966 -8.77920 2.47389
C 1.39312 -10.20295 1.90850
H 0.34843 -3.16218 -0.92384
H -1.26926 -2.94813 -0.38668
H -0.90580 -4.37492 -1.26862
H -1.11750 -5.06851 0.90971
H -0.39957 -3.62865 1.61770
H 1.87693 -4.32500 0.69932
H 1.21485 -5.81055 0.19297
H 0.49163 -6.41768 2.56018
H 1.25150 -4.99769 3.24811
H 3.26518 -7.77939 4.44873
H 1.71768 -7.02222 4.67279
H 4.09039 -6.04746 5.73564
H 2.75945 -5.13836 5.48771
H 5.28313 -4.99181 4.03863
H 3.83716 -3.97159 3.64441
H 4.56353 -6.51933 2.27154
H 3.63545 -5.08121 1.70083
H 3.53907 -8.37529 2.19559
H 2.55558 -7.65048 1.02902
H 0.36074 -8.48976 2.11843
H 1.20546 -8.86197 3.55114
H 1.12384 -10.21724 0.85239
H 0.72645 -10.92313 2.38282
H 2.37730 -10.66799 1.85158
C 2.85326 -1.02415 0.78815
F 1.69100 -1.63371 0.38813
F 3.88723 -1.92127 0.91434
F 3.22961 -0.13816 -0.12339
S 2.41279 -0.10355 2.42726
O 3.70914 0.53573 2.71905
O 1.35582 0.83753 2.19268
O 1.94585 -1.06514 3.45859
C -5.90053 -0.11165 -1.33305
F -6.06146 -1.43337 -1.52294
F -5.41012 0.48113 -2.41791
F -7.08298 0.41024 -0.98897
S -4.76628 0.21028 0.22563
O -5.56214 -0.16289 1.39948
O -3.47320 -0.51519 -0.01004
O -4.46757 1.64777 0.18412
C 3.48841 2.05872 -4.92596
F 4.02960 3.23219 -5.33076
F 2.17136 2.15133 -5.17625
F 4.15746 1.10220 -5.56583
S 3.75349 1.82085 -3.00751
O 5.09501 1.20626 -3.00965
O 3.62752 3.18166 -2.37166
O 2.70121 0.87493 -2.62796
C -2.59208 6.38530 -2.80522
F -3.46041 5.47775 -2.24121
F -2.51170 6.13762 -4.14399
F -3.08637 7.60397 -2.59569
S -0.79919 6.18040 -2.00293
O -1.00230 6.29460 -0.52600
O -0.23809 4.89306 -2.42066
O 0.04041 7.26698 -2.45283
*
```

Atomic partial charges in e from the Mulliken method, atoms 1 to 5: 0.1048 0.3349 -0.0629 -0.9517 -0.1711

# 2
C22H29BrClN4ORuS as an isolated structure. Source: OMol25; level of theory: the ωB97M-V functional and the def2-TZVPD basis.

Results
LUMO energy (spin up / spin down) (Eh): -0.194 / -0.234
Kohn-Sham gap (spin up / spin down) (eV): 8.9669 / 8.0831
Highest occupied orbital energy (spin up / spin down) (eV): -14.246 / -14.447

The geometry in ORCA input format:
```
! wB97M-V def2-TZVPD RIJCOSX def2/J DEFGRID3
* xyz 2 2
Ru -0.47568 -0.18596 -0.35875
N 0.71389 -1.69738 -1.28968
C 1.47589 -2.48727 -0.29218
C 1.99115 -1.55443 0.78935
N 0.92085 -0.68073 1.32887
C 0.09659 -1.21628 2.43253
C -0.97085 -2.16165 1.90960
N -1.68225 -1.54666 0.74961
H 0.25562 -2.31497 -1.95287
H 1.35686 -1.11757 -1.83094
H 2.30932 -3.01235 -0.76035
H 0.81204 -3.24697 0.11714
H 2.73379 -0.88836 0.34635
H 2.47936 -2.12094 1.58524
H 1.35901 0.17482 1.65279
H -0.38017 -0.35778 2.90978
H 0.70801 -1.71954 3.18506
H -1.67951 -2.41121 2.69832
H -0.53023 -3.09880 1.57581
H -2.50250 -1.04488 1.08274
H -2.04669 -2.28321 0.15236
O 1.15841 0.92091 -1.21886
S 1.17464 2.23090 -2.03411
C 2.15170 1.86801 -3.46343
C 3.28081 1.06217 -3.37347
C 4.02132 0.83226 -4.51831
C 3.63933 1.41543 -5.72445
C 2.51326 2.22037 -5.79641
C 1.75069 2.44720 -4.65741
C 2.27047 3.29092 -1.11127
C 2.40040 4.60111 -1.54922
C 3.23462 5.45817 -0.84917
C 3.91535 5.00613 0.27470
C 3.76943 3.69430 0.70313
C 2.94085 2.82465 0.00764
H 3.58386 0.64302 -2.42121
H 4.90602 0.21171 -4.47447
H 4.22959 1.23910 -6.61345
H 2.22055 2.66566 -6.73709
H 0.85680 3.05704 -4.70371
H 1.86351 4.95209 -2.42290
H 3.35029 6.48122 -1.17950
H 4.56350 5.68076 0.81715
H 4.30748 3.34616 1.57466
H 2.83114 1.79181 0.31370
Cl -1.83728 1.12772 -2.42903
C -1.82578 -0.55420 -1.85261
H -1.49497 -1.17515 -2.68235
H -2.84527 -0.81517 -1.56747
Br 0.06301 4.56750 2.85601
C -1.12673 3.39640 2.00304
C -2.49724 3.60529 2.02243
C -3.30413 2.70482 1.34497
C -2.72528 1.63523 0.68969
N -1.40227 1.42181 0.68996
C -0.62023 2.30155 1.32592
H -2.91893 4.45311 2.54485
H -4.37640 2.83551 1.31368
H -3.33277 0.93634 0.12898
H 0.45096 2.15121 1.26507
*
```

Atomic partial charges in e from the Mulliken method, atoms 1 to 5: -0.2439 -0.1668 -0.7264 -0.5123 0.0895

# 3
C41H61FIN2O12PS2Si2 as an isolated structure at a distorted geometry. Source: OMol25; level of theory: the ωB97M-V functional and the def2-TZVPD basis.

Results
LUMO energy (Eh): 0.002
Kohn-Sham gap (eV): 7.3220
Highest occupied orbital energy (eV): -7.270

The geometry in ORCA input format:
```
! wB97M-V def2-TZVPD RIJCOSX def2/J DEFGRID3
* xyz 0 1
C -0.94678 -0.97776 1.67630
C -1.51914 -0.36073 2.93059
F -2.43345 -1.31359 3.46408
Si -2.53516 1.21676 2.59131
O -3.91883 0.71778 1.83375
Si -4.55317 1.62956 0.57373
C -4.61159 3.47947 0.94350
C -3.51462 4.37116 0.34803
C -3.68670 4.67447 -1.12524
I -5.36769 5.94751 -1.51517
C -3.71841 1.12343 -1.02443
C -2.21783 1.40603 -1.14252
C -1.71344 0.90420 -2.50053
S 0.06580 0.53137 -2.36960
C 0.36885 0.06800 -4.07038
S -0.07867 -1.42042 -4.56741
N 0.91081 1.02590 -4.92334
C 1.66548 2.09938 -4.29406
C 3.03661 2.09599 -4.09282
C 3.66610 3.17555 -3.47708
C 2.93538 4.27074 -3.03015
C 1.55689 4.26147 -3.21459
C 0.93127 3.19720 -3.85251
C 1.46998 0.50436 -6.15137
C 2.58649 -0.30082 -6.21993
C 3.04242 -0.78264 -7.43675
C 2.34293 -0.46955 -8.59352
C 1.22101 0.33270 -8.54926
C 0.79667 0.82120 -7.32417
P -3.03607 2.03017 4.63313
N -1.57471 2.01600 5.53001
O -3.31220 3.64904 4.40338
H -1.70620 -0.95928 0.89302
H -0.69257 -2.02289 1.82264
H -0.09538 -0.41209 1.30731
H -0.77684 -0.21022 3.70639
H -1.68920 2.10698 1.75393
H -5.96142 1.17747 0.46987
H -4.68015 3.62570 2.02122
H -5.56332 3.82600 0.53857
H -3.56657 5.33183 0.86169
H -2.51227 4.00235 0.54847
H -2.82023 5.19825 -1.50974
H -3.82360 3.78957 -1.73649
H -3.82907 0.04412 -1.06589
H -4.20931 1.53452 -1.90830
H -1.98262 2.46791 -1.10171
H -1.63391 0.91138 -0.37111
H -2.22632 -0.01444 -2.76768
H -1.84735 1.65420 -3.27426
H 3.64289 1.26264 -4.40176
H 4.73538 3.17899 -3.33459
H 3.41024 5.10438 -2.54128
H 0.98110 5.10505 -2.86546
H -0.14012 3.23155 -3.97500
H 3.10351 -0.57157 -5.31289
H 3.90838 -1.42095 -7.49000
H 2.62874 -0.84480 -9.56363
H 0.68572 0.54071 -9.46018
H -0.08949 1.43335 -7.24994
H -0.88219 2.67020 5.15574
H -1.16291 1.08916 5.57313
H -3.82211 3.94088 5.16453
O -3.05299 -2.02956 -1.17266
C -2.73056 -2.90572 -0.42425
O -1.51575 -3.49635 -0.47053
C -1.44976 -4.56824 0.48500
C -2.52099 -4.24760 1.51995
C -3.56944 -3.53044 0.67277
H -1.64264 -5.50784 -0.03737
H -0.44725 -4.60095 0.90635
H -2.89234 -5.12827 2.04038
H -2.12218 -3.55772 2.26625
H -4.27735 -4.22287 0.21465
H -4.10494 -2.76445 1.22745
O 0.15867 -0.84355 5.75055
C 0.37878 -1.94174 5.32016
O 0.87612 -2.13951 4.07752
C 0.94871 -3.55205 3.79548
C 0.97970 -4.22600 5.15984
C 0.14244 -3.26880 6.00527
H 0.06991 -3.83088 3.20835
H 1.84226 -3.74500 3.20611
H 0.60727 -5.24813 5.14123
H 1.99849 -4.24123 5.54804
H -0.92462 -3.49321 5.96091
H 0.46997 -3.22957 7.04102
O -0.22044 -1.82509 -10.89393
C -0.56187 -2.73167 -10.19215
O -1.08663 -3.88316 -10.67752
C -1.49721 -4.73340 -9.59061
C -0.68230 -4.27027 -8.38920
C -0.52083 -2.78146 -8.68127
H -2.57105 -4.60390 -9.43954
H -1.30302 -5.76815 -9.86249
H -1.15624 -4.48888 -7.43454
H 0.29514 -4.75543 -8.39697
H -1.35546 -2.20183 -8.28314
H 0.41374 -2.37003 -8.31315
O 0.20416 4.04858 4.40013
C 1.38570 4.21006 4.51155
O 1.92110 5.10910 5.36251
C 3.34982 5.15596 5.20308
C 3.72451 3.81888 4.57698
C 2.48539 3.50800 3.73938
H 3.59608 6.00121 4.55733
H 3.80706 5.31293 6.17664
H 4.65124 3.85674 4.00806
H 3.83857 3.06478 5.35718
H 2.54078 3.94611 2.74189
H 2.28013 2.44364 3.66450
O 3.45879 -4.57535 7.02489
C 3.87898 -3.48540 7.29242
O 3.64334 -2.88720 8.47841
C 4.16482 -1.54537 8.47288
C 5.23433 -1.53989 7.38795
C 4.67822 -2.55987 6.39597
H 3.34420 -0.85945 8.25276
H 4.55884 -1.31722 9.45976
H 5.40829 -0.55309 6.96402
H 6.17868 -1.90212 7.79615
H 3.99637 -2.10226 5.67532
H 5.45426 -3.11074 5.87269
*
```

Atomic partial charges in e from the Mulliken method, atoms 1 to 5: -0.3664 0.9583 -0.4286 0.6791 -0.3040